{
  "formula": "C20H17BrN3O6SSr",
  "method": "ωB97M-V/def2-TZVPD",
  "species": ["Sr", "Br", "C", "C", "C", "C", "C", "N", "C", "O", "O", "H", "H", "H", "C", "C", "C", "C", "C", "C", "C", "S", "O", "O", "N", "C", "C", "C", "C", "C", "N", "H", "H", "H", "H", "H", "H", "H", "H", "H", "H", "H", "C", "O", "C", "O", "H", "H", "H"],
  "xyz": [[0.86, 0.39, -0.23], [3.48, 0.97, -2.89], [4.34, 0.84, -1.20], [5.72, 0.82, -1.13], [6.28, 0.74, 0.13], [5.46, 0.69, 1.24], [4.08, 0.70, 1.06], [3.54, 0.78, -0.16], [3.12, 0.61, 2.26], [3.64, 0.78, 3.36], [1.92, 0.38, 1.97], [6.31, 0.86, -2.03], [7.36, 0.72, 0.24], [5.84, 0.64, 2.25], [-3.96, -3.71, 3.00], [-3.68, -2.51, 2.14], [-4.64, -1.52, 1.96], [-4.37, -0.40, 1.18], [-3.13, -0.25, 0.58], [-2.16, -1.23, 0.76], [-2.44, -2.34, 1.54], [-3.04, 1.14, -0.54], [-3.80, 2.20, 0.09], [-3.55, 0.68, -1.81], [-1.48, 1.47, -0.61], [-1.06, 2.57, -1.31], [-1.88, 3.53, -1.96], [-1.29, 4.57, -2.62], [0.11, 4.69, -2.65], [0.84, 3.72, -2.01], [0.29, 2.69, -1.36], [-5.03, -3.84, 3.17], [-3.48, -3.60, 3.98], [-3.57, -4.62, 2.55], [-5.62, -1.62, 2.42], [-5.12, 0.36, 1.04], [-1.16, -1.19, 0.35], [-1.67, -3.09, 1.67], [-2.95, 3.42, -1.93], [-1.90, 5.31, -3.12], [0.60, 5.51, -3.17], [1.92, 3.75, -2.01], [0.49, -4.21, -0.50], [0.58, -2.80, -0.36], [1.23, -2.09, -1.43], [1.63, -2.77, -2.35], [-0.01, -4.59, 0.40], [1.48, -4.66, -0.59], [-0.09, -4.48, -1.38]],
  "e_lumo_ha": 0.08673,
  "homo_energy_ev": -4.66,
  "fmax_ev_per_a": 0.571,
  "gap_ev": 7.017,
  "e_above_lowest_kcal_mol": 5.3,
  "charge": -1
}